Entry from the Open Molecules 2025 dataset: a structure of composition C3H11N3O2 (wB97M-V/def2-TZVPD).

Geometry as ORCA input:
```
! wB97M-V def2-TZVPD RIJCOSX def2/J DEFGRID3
* xyz 0 1
C 1.6984 -1.3663 0.6895
C 0.2094 0.0167 2.0924
C -0.6308 1.4058 -2.5864
N -1.7026 -0.5001 0.1796
N 0.3202 -1.0162 1.0848
N -0.4905 -0.8151 -0.0451
O -0.6137 1.3839 -1.2467
O 0.3371 0.5649 -0.6352
H 2.0119 -2.4336 0.8335
H 1.9023 -1.0910 -0.4097
H 2.3050 -0.8087 1.5022
H 1.1381 -0.2004 2.7965
H 0.2943 1.0386 1.6237
H -0.5288 -0.1380 2.8711
H -1.6788 1.7448 -2.8631
H -0.5110 0.4568 -2.9535
H 0.0481 2.0394 -3.1752
H -1.8688 0.1230 0.8799
H -2.2396 -0.4044 -0.6384
*
```

Output
Kohn-Sham gap ... 9.19 eV
DFT total energy ... -11847.04296 eV
Energy relative to the best compared isomer or geometry (same formula, charge and spin) ... 200.5 kcal/mol
E_HOMO ... -8.2 eV


Entry from the Open Molecules 2025 dataset: a structure of composition C5H9NO4 (wB97M-V/def2-TZVPD).

Geometry as ORCA input:
```
! wB97M-V def2-TZVPD RIJCOSX def2/J DEFGRID3
* xyz 0 1
C 1.7039 0.5442 -0.9915
C 0.3897 0.6928 -0.2369
C -0.4874 1.8079 -0.7793
O -0.0672 2.7369 -1.4217
N -0.3539 -0.5616 -0.0635
C -0.9247 -1.1257 -1.1791
O -1.4539 -2.2162 -1.2340
H 2.2637 1.4864 -0.9510
H 2.3105 -0.2517 -0.5417
H 1.5317 0.2829 -2.0448
H 0.6314 1.0080 0.7949
H -1.5750 1.7133 -0.5609
H -0.9324 -0.4497 -2.0602
C -1.3278 -0.7013 1.6000
O -2.3818 -1.2799 1.6196
H -1.0964 0.2317 2.1488
O 0.3078 -1.5731 2.2231
H 0.6122 -1.3668 0.9245
H 0.8495 -0.9781 2.7536
*
```

Output
Kohn-Sham gap ... 10.05 eV
DFT total energy ... -15007.15518 eV
Energy relative to the best compared isomer or geometry (same formula, charge and spin) ... 117.4 kcal/mol
E_HOMO ... -10.1 eV


Entry from the Open Molecules 2025 dataset: a cluster of 3 separate species, CH7O2S in total (wB97M-V/def2-TZVPD).

Geometry as ORCA input:
```
! wB97M-V def2-TZVPD RIJCOSX def2/J DEFGRID3
* xyz -1 1
C -0.7521 -0.7755 0.6763
S 0.2987 0.3601 -0.3104
H -0.7910 -1.7865 0.2549
H -0.3013 -0.9637 1.6568
H -1.7218 -0.2915 0.6993
H 0.9356 -0.9707 -1.7465
H 0.6167 -2.2193 -2.6352
O 1.3754 -1.7300 -2.2586
H -0.4474 1.7919 1.4001
H -1.3893 1.3487 2.6765
O -1.0049 2.0474 2.1617
*
```

Output
Kohn-Sham gap ... 7.00 eV
DFT total energy ... -16081.94732 eV
Energy relative to the best compared isomer or geometry (same formula, charge and spin) ... 7.3 kcal/mol
E_HOMO ... -2.9 eV


Entry from the Open Molecules 2025 dataset: a cluster of 2 separate species, C6H9NO2 in total (wB97M-V/def2-TZVPD).

Geometry as ORCA input:
```
! wB97M-V def2-TZVPD RIJCOSX def2/J DEFGRID3
* xyz 0 3
C 0.4802 -1.8088 -2.3427
C 0.5121 0.1473 -1.5234
C 0.1813 -0.7980 -0.5187
C 0.6313 1.5979 -1.3489
C -0.5158 0.8485 1.9386
C -0.9136 -0.6054 1.6226
N 0.7049 -0.5659 -2.6457
O 0.1257 -2.0423 -1.0984
O -0.4792 -1.5326 2.4693
H 0.4788 -2.6113 -3.0489
H 0.3781 2.2482 -2.2390
H 0.0295 1.8631 -0.4093
H 1.6137 1.8187 -1.1163
H -1.0160 1.1558 2.8444
H -1.0865 1.3945 1.0524
H 0.5945 1.0666 1.9153
H -1.9272 -0.9941 1.2767
H 0.2081 -1.1823 3.1720
*
```

Output
Kohn-Sham gap (alpha / beta) ... 5.87 / 6.28 eV
DFT total energy ... -11945.65975 eV
Energy relative to the best compared isomer or geometry (same formula, charge and spin) ... 55.5 kcal/mol
<S²> ... 2.038
E_HOMO (alpha / beta) ... -4.9 / -8.4 eV


Entry from the Open Molecules 2025 dataset: a cluster of 2 separate species, C2H6NP in total (wB97M-V/def2-TZVPD).

Geometry as ORCA input:
```
! wB97M-V def2-TZVPD RIJCOSX def2/J DEFGRID3
* xyz 0 1
C 0.3054 0.4413 1.7210
C -0.5300 0.3851 -1.4837
N -0.4600 1.1449 1.1019
P 0.2533 -1.1363 -1.2534
H 0.5567 0.5805 2.7719
H 0.8574 -0.4296 1.2579
H 0.0307 1.1846 -1.9434
H -1.5997 0.4246 -1.5465
H 1.2280 -0.8570 -0.2579
H -0.6418 -1.7382 -0.3678
*
```

Output
Kohn-Sham gap (alpha / beta) ... 7.67 / 9.28 eV
DFT total energy ... -12945.53111 eV
Energy relative to the best compared isomer or geometry (same formula, charge and spin) ... 73.8 kcal/mol
E_HOMO (alpha / beta) ... -7.8 / -9.2 eV


Entry from the Open Molecules 2025 dataset: the molecule C6H14BNO2 (wB97M-V/def2-TZVPD).

Geometry as ORCA input:
```
! wB97M-V def2-TZVPD RIJCOSX def2/J DEFGRID3
* xyz 0 1
B -2.4561 -0.1490 0.1162
C 0.2111 0.9726 -0.1806
C -0.1457 -0.6571 -0.0655
C 0.2491 1.4414 1.3266
C 1.5289 1.1693 -0.8429
C -0.3200 -1.2117 -1.4466
C 0.8141 -1.4809 0.7828
N -3.6840 -0.0235 -0.4782
O -0.8091 1.4943 -0.8168
O -1.3915 -0.7257 0.7053
H 1.0528 0.7660 1.7547
H -0.6918 1.5106 1.7752
H 0.6644 2.4714 1.4705
H 2.3014 0.7657 -0.1670
H 1.8093 2.1761 -1.0745
H 1.5475 0.7181 -1.7792
H 0.3621 -0.6224 -2.0518
H -1.3599 -1.1895 -1.9248
H -0.0584 -2.2067 -1.5391
H 1.8756 -1.1128 0.8200
H 0.6894 -2.5502 0.4850
H 0.2691 -1.3879 1.7895
H -3.9160 0.7422 -1.0926
H -4.4399 -0.7674 -0.2906
*
```

Output
Kohn-Sham gap ... 7.41 eV
DFT total energy ... -12709.17439 eV
Energy relative to the best compared isomer or geometry (same formula, charge and spin) ... 97.4 kcal/mol
E_HOMO ... -7.5 eV


Entry from the Open Molecules 2025 dataset: the molecule C6H12O (wB97M-V/def2-TZVPD).

Geometry as ORCA input:
```
! wB97M-V def2-TZVPD RIJCOSX def2/J DEFGRID3
* xyz 0 1
C 1.6313 1.1953 0.0406
C 0.7286 -0.0300 0.1884
C 1.4378 -1.3026 -0.2776
C -0.5690 0.1741 -0.5702
C -1.7299 -0.7544 -0.3113
C -1.8033 0.6774 0.1246
O -1.7331 1.0172 1.4807
H 1.1882 2.0707 0.5256
H 2.6187 1.0185 0.4818
H 1.7839 1.4364 -1.0189
H 0.4810 -0.1406 1.2524
H 2.3530 -1.4752 0.2997
H 1.7186 -1.2323 -1.3358
H 0.7941 -2.1822 -0.1626
H -0.4353 0.5094 -1.5998
H -2.3436 -1.0933 -1.1413
H -1.5796 -1.5016 0.4677
H -2.4623 1.3365 -0.4394
H -2.0791 0.2768 1.9955
*
```

Output
Kohn-Sham gap ... 10.69 eV
DFT total energy ... -8463.20587 eV
Energy relative to the best compared isomer or geometry (same formula, charge and spin) ... 26.5 kcal/mol
Structure (SMILES) ... CC(C)[C@H]1C[C@H]1O
E_HOMO ... -9.7 eV


Entry from the Open Molecules 2025 dataset: a cluster of 2 separate species, C11H13FN4O3S in total (wB97M-V/def2-TZVPD).

Geometry as ORCA input:
```
! wB97M-V def2-TZVPD RIJCOSX def2/J DEFGRID3
* xyz 0 1
C -4.7078 1.1943 -2.5551
C -5.0594 0.9531 -1.1288
C -4.0488 0.2356 -0.0550
N -4.5968 -0.1198 1.3269
C -3.4146 -0.7956 2.0362
C -2.0769 -0.8678 1.0794
C -0.5882 -1.5069 1.3339
C 0.6147 -0.3934 1.3252
S 1.6927 -0.4505 2.8958
C 3.2018 0.5884 2.4776
N 3.8513 1.7567 3.2320
N 4.9773 2.3015 2.6041
C 5.1317 1.4510 1.3487
O 4.0644 0.4413 1.2732
N -2.5828 -0.1879 -0.1867
F -1.8451 0.0238 -1.3028
H -4.7517 0.2569 -3.2866
H -4.4233 2.2516 -2.9902
H -6.1326 1.2503 -0.7657
H -5.5704 0.0422 1.6655
H -3.4762 -1.2411 3.1398
H -0.3870 -2.2571 0.4358
H -0.6245 -2.1238 2.3350
H 1.3513 -0.6932 0.4450
H 0.2434 0.7020 1.0762
H 6.0467 1.6719 0.6202
C 3.8861 -0.3921 -2.5408
C 2.4999 -0.9779 -2.7473
O 1.9201 -0.6282 -3.8128
O 2.1050 -1.7423 -1.8230
H 4.1710 0.2594 -3.3724
H 3.9069 0.1956 -1.6182
H 4.6222 -1.1981 -2.4651
*
```

Output
Kohn-Sham gap ... 2.58 eV
DFT total energy ... -37253.93053 eV
E_HOMO ... -6.3 eV